65
Properties=species:S:1:pos:R:3:forces:R:3:lowdin_charge:R:1 method="wB97M-V/def2-TZVPD" total_energy_ha=-1997.6415 orbital_gap_ev=5.70 e_lumo_ev=-5.17 charge=+1
O -1.702951 -0.217222 -4.113453 -0.16 0.18 0.14 -0.188
H 6.522319 3.685219 2.592413 0.01 0.13 -0.02 0.091
C -1.018425 0.555039 -3.154034 -0.06 -0.13 -0.27 -0.106
H -1.422964 1.158100 3.601333 0.33 0.08 -0.24 0.198
F -1.055176 -3.749416 1.854784 0.63 0.41 0.04 0.188
H 4.151314 -0.058417 1.826847 -0.10 0.04 -0.01 0.129
C -3.166124 -0.832047 -8.462434 0.05 0.10 0.10 -0.108
C 0.355257 -1.594142 0.407058 0.30 -1.24 0.50 -0.433
C -2.469881 -1.253525 -3.519277 0.34 0.04 -0.47 -0.208
H 7.094551 3.463724 4.255445 -0.09 0.00 0.03 0.092
H -2.975451 -0.882993 -2.618348 -0.07 -0.03 0.01 0.119
H 4.980345 1.021421 2.936971 -0.07 0.03 0.22 0.127
C 3.974589 3.594379 3.268639 0.18 -0.03 0.49 -0.205
H -0.442427 1.314263 -3.681334 -0.01 -0.07 -0.02 0.094
H 1.962000 -0.317728 5.909949 -0.04 -0.13 0.01 0.075
C -1.802753 -2.729504 1.431362 -1.50 0.08 -0.55 -0.357
O -4.672335 -0.976838 -4.566510 0.19 0.05 0.01 -0.130
C 6.278114 3.849559 3.647419 -0.07 -0.09 0.09 -0.098
C 3.614657 -0.398397 3.850883 0.46 0.19 0.30 -0.202
O 0.743504 -0.639264 -0.136867 0.30 2.48 -0.87 0.216
H 4.242939 3.768987 2.220359 -0.09 0.01 -0.04 0.132
H 6.161260 4.919601 3.843701 0.06 0.04 -0.08 0.091
N -1.203538 0.658089 2.724676 -1.23 0.21 -0.07 0.328
F -2.938770 -3.281037 0.961398 -0.09 0.32 0.13 0.180
H -3.699024 0.842322 -4.874718 0.13 -0.06 -0.17 0.120
H -5.212493 -0.645705 -7.080052 -0.06 0.03 0.04 0.130
H -3.561605 -0.128884 -9.203219 -0.04 -0.08 -0.06 0.090
H -5.451716 0.822011 -5.010820 -0.03 -0.09 -0.01 0.127
O 1.226345 -2.344985 1.115249 -0.79 -0.78 -0.24 0.147
C -1.149011 -0.814674 3.103683 -1.66 -0.04 -1.48 -0.262
F -1.271917 -2.700728 -0.848450 0.12 -0.17 0.31 0.166
C -2.240087 -1.833016 2.645330 0.29 0.35 -0.36 -0.366
C -1.170040 -1.934143 0.255886 1.03 -1.23 -0.34 -0.361
H -3.751108 -1.758255 -8.477367 -0.07 0.03 -0.10 0.089
H 1.082782 -3.300665 0.985470 -0.09 0.21 0.37 0.145
H 3.315669 -1.451300 6.233043 -0.12 -0.04 0.03 0.093
H 2.724093 2.196417 4.361491 0.25 0.03 0.05 0.120
H -1.978784 0.863855 2.077000 0.38 0.06 -0.18 0.177
H -1.780919 -2.062410 -3.242207 -0.11 -0.09 0.11 0.117
O -3.177413 -0.259310 -7.171042 -0.03 -0.24 0.08 -0.205
F -3.347575 -1.141987 2.317833 -0.02 -0.06 0.13 0.163
H 3.236825 0.116455 7.064823 0.06 0.01 -0.05 0.094
H 3.637051 4.538232 3.717848 -0.12 0.07 -0.18 0.131
C 3.034785 -0.398078 6.127188 0.23 0.06 -0.05 -0.103
H -0.334583 -0.068248 -2.567798 0.02 0.06 0.11 0.071
H 1.927739 3.070100 3.055683 0.05 0.04 -0.11 0.114
O 5.102108 3.143647 3.997356 0.00 -0.17 -0.18 -0.201
C -4.543850 0.265324 -5.254598 -0.27 -0.08 -0.05 -0.177
H -2.134896 -1.070242 -8.717792 0.00 0.06 0.06 0.089
H 4.243217 -1.297742 3.829493 -0.13 -0.11 -0.18 0.134
F -1.842099 -0.800237 -0.001667 -0.10 0.11 0.75 0.153
C -4.485751 0.110497 -6.761873 0.45 0.20 0.02 -0.202
H 2.563811 -0.686395 3.713592 -0.01 -0.06 -0.05 0.105
H -3.071043 -1.938650 -5.489821 0.17 0.16 0.04 0.125
O -0.256237 -1.135427 3.738556 2.76 -0.98 2.03 0.288
O 3.793055 0.224233 5.112853 -0.32 0.14 -0.04 -0.194
H -0.283301 0.958500 2.362362 -0.14 -0.01 0.01 0.189
H -1.731910 1.059106 -2.489351 0.05 -0.02 0.12 0.086
F -2.447494 -2.641244 3.674470 -0.28 0.19 0.13 0.208
C 4.024776 0.537661 2.733404 -0.17 -0.16 -0.21 -0.165
O 3.012804 1.498761 2.414607 -0.15 -0.09 0.20 -0.151
H -4.728841 1.070092 -7.236542 -0.21 -0.02 0.01 0.129
C -3.500637 -1.780328 -4.499487 -0.24 -0.04 0.18 -0.174
C 2.858730 2.570683 3.344438 -0.02 0.07 -0.22 -0.191
H -3.841512 -2.753093 -4.135833 -0.04 0.05 0.04 0.128

=====

100
Properties=species:S:1:pos:R:3:forces:R:3:lowdin_spin:R:1 method="wB97M-V/def2-TZVPD" total_energy_ha=-2549.6085 s2=0.753 orbital_gap_ev="6.98 / 7.37" e_above_lowest_kj_mol=33.4 spin_multiplicity=2 e_lumo_ev="-8.41 / -8.02" charge=+3
H 2.834042 -3.513372 -3.582407 -0.01 -0.05 -0.49 0.000
H 4.825465 0.050687 -0.165470 -0.60 0.72 -0.34 0.000
H -1.192095 2.067599 -3.106908 -0.44 0.19 0.16 0.002
H -5.773223 -1.434598 4.773738 0.14 -0.14 0.63 0.000
H 3.436529 2.441205 -3.311988 -0.25 0.48 0.51 0.000
H 3.258675 -1.246730 4.053454 0.87 0.99 -0.97 0.000
C -0.815433 2.672927 0.456980 1.24 -0.85 0.56 0.001
N -0.882918 -1.600882 -0.795191 -0.06 -0.20 1.13 0.004
N -3.944667 -1.497210 3.601905 -1.56 -0.19 0.76 0.000
H -2.453024 -2.936263 3.746962 -0.81 -0.03 0.06 0.000
H -3.544008 1.583349 -2.869084 -0.77 0.50 -0.60 0.000
H 0.342471 0.554414 -4.749819 0.13 -0.06 -0.01 0.000
C -2.777279 1.793249 2.969524 1.49 1.65 -0.25 0.000
H -5.587982 -0.171498 3.553340 0.01 0.33 0.13 0.000
H -4.537867 1.695370 4.924899 -0.83 0.76 0.36 0.000
C -2.832870 1.098276 -2.249596 0.85 0.96 1.54 0.003
N -1.485363 1.139817 -2.817907 0.50 -1.40 -0.54 0.005
H 3.937202 3.005550 1.036871 -0.36 0.25 -0.34 0.000
H -1.868410 0.844498 0.669389 0.38 0.41 -0.09 0.000
H -1.667146 1.796633 2.971808 -0.27 -0.02 -0.46 0.000
H -3.160870 0.097548 -2.099166 0.00 -0.92 -0.16 0.000
H -0.437504 3.713141 -1.386310 0.41 -0.44 0.09 0.000
H -0.208665 -0.979371 1.699025 0.12 -0.28 -0.96 0.000
H 1.851107 2.162784 -0.355079 0.04 -0.03 -0.39 0.003
H 1.496446 1.720507 -5.509003 -0.86 -0.33 1.21 0.000
N 0.995366 -0.920620 -2.698605 -0.41 1.22 0.50 -0.009
H -1.246655 -3.241078 -1.991034 -0.55 -0.07 -0.31 0.000
H -1.437301 3.481941 0.852928 -0.26 -0.40 0.01 0.000
C 3.942899 2.073218 1.586786 -0.52 0.05 1.09 0.000
H -3.523671 -2.227106 1.346010 0.48 -0.12 0.31 0.000
C 3.949526 0.708964 -0.427223 0.00 -1.59 0.60 0.001
C -2.730800 1.831268 -0.919985 -1.14 0.89 0.18 0.000
C 2.050860 -0.537639 -3.411745 1.61 -0.24 -1.25 -0.001
H -0.247607 -3.215103 0.342459 -0.45 -1.01 0.64 0.001
H -1.559213 0.615649 -3.691704 0.47 0.08 0.09 0.000
C -5.390275 -1.201981 3.799395 0.46 -0.23 -1.28 0.000
H 0.642289 -0.721656 3.887509 0.07 -0.79 0.12 0.000
H -0.158206 2.277118 1.278931 -0.82 0.35 -0.40 0.000
H -1.813271 -1.631886 -2.627760 0.51 -0.58 -0.05 0.001
H 4.737289 -0.742531 -4.841685 0.58 0.00 -0.41 0.000
C 1.059117 1.337889 -4.522156 0.74 1.44 -1.38 0.001
C -2.465491 -1.895039 1.333080 0.14 -0.04 0.66 0.000
C -3.152539 -0.545465 3.069575 1.16 2.57 -0.18 0.000
N 2.180934 0.814609 -3.755478 -1.30 -1.72 1.12 0.000
H 0.657869 4.113293 -0.119668 0.22 0.23 0.28 0.000
H -3.171915 1.839661 1.945007 0.10 0.19 0.29 0.000
C 0.149191 -2.297537 -0.006521 0.76 -0.02 -0.57 0.006
N -3.257978 0.703284 3.672536 -0.73 -2.57 0.25 0.000
C -2.233703 -1.818084 -0.128519 -0.23 1.72 -1.89 0.002
H 0.035734 -2.393591 -3.915064 0.53 0.11 0.67 0.000
H 1.492704 2.611657 -1.953336 -0.08 -0.57 1.16 0.000
H -3.013082 2.676682 3.549863 -0.37 0.42 -0.30 0.000
H 4.493133 -2.784988 -3.260755 -1.81 0.10 -0.16 0.000
H 4.029400 0.381999 3.723395 0.54 0.52 0.52 0.000
H 1.010690 -2.585903 -0.639258 -0.42 0.37 0.31 0.000
H -4.129848 0.063378 5.448567 -0.75 -0.80 0.25 0.000
H -2.996461 1.240601 5.709929 0.46 0.70 0.01 0.000
H 4.258708 0.886476 -3.338703 -0.47 0.13 -0.15 0.000
H 0.877497 -3.028159 -2.497531 0.44 -0.40 0.00 0.000
C 0.150439 3.266490 -0.558579 -1.34 0.74 -0.36 0.003
N 3.226415 1.033839 0.810970 1.24 0.33 -0.70 -0.001
H -3.751728 -3.247191 4.927508 -0.04 1.13 -1.45 0.000
N 1.099358 2.260322 -1.048547 0.08 0.34 -1.04 0.007
C 0.299265 -2.192642 -2.843125 0.47 0.00 -2.28 0.000
H 0.270015 0.625441 2.894370 0.43 -0.11 -0.21 0.000
H -3.691764 1.786070 -0.357033 0.74 -0.46 -0.08 0.000
H 3.201297 -0.425718 -5.756269 0.76 -0.48 0.63 0.000
H 3.437981 2.255906 2.553645 0.22 -0.17 -0.56 0.000
N 3.029017 -1.361958 -3.879424 -1.34 -0.75 1.04 -0.001
H -2.860475 -1.030210 -0.582634 0.12 0.05 0.69 0.000
H 3.308771 0.120750 -1.124174 0.44 0.78 0.38 0.001
H 4.087579 -0.877683 2.460807 1.22 -0.57 -0.01 0.000
C 0.622099 -1.388843 1.073208 -1.08 -0.52 1.77 0.005
N -1.535625 1.478373 -0.102753 0.02 -0.16 0.01 -0.003
H 5.016072 1.933367 1.783075 -0.34 -0.82 -0.10 0.000
C 3.554096 -0.460890 3.281403 -2.31 -1.07 0.35 0.000
N 2.281246 -0.111732 2.617853 -0.84 1.18 0.16 -0.001
C 1.089885 0.154877 3.455095 -0.37 0.34 -0.50 0.000
H -2.715494 2.891155 -1.180221 0.49 0.18 0.12 0.000
C 3.776772 -1.144731 -5.112058 -1.37 2.48 -0.04 0.000
N 1.379769 -0.314458 0.481740 -1.32 0.20 -1.09 0.001
H -4.048430 -3.573263 3.167426 0.36 0.47 0.48 0.000
C 3.350737 -2.638291 -3.208465 1.98 0.40 -0.45 0.000
H 3.736917 1.710074 -4.826913 0.16 -0.13 -0.12 0.000
H 1.133716 -1.938722 1.867564 0.67 -0.15 -0.48 0.001
H -5.956754 -1.780390 3.062588 0.02 -0.19 0.14 0.000
Ti 0.097995 0.289879 -1.206269 0.38 0.39 -0.39 0.967
C 2.269306 0.199260 1.272104 0.77 0.51 2.48 0.000
N -2.333660 -0.603472 1.999799 -1.31 -0.90 1.41 0.000
H 3.134338 -2.549899 -2.177994 -0.34 0.16 1.23 0.000
C -3.779181 0.964979 5.021804 1.09 -0.89 -0.79 0.000
H 3.825064 -2.025483 -5.680553 0.30 -1.39 -0.45 0.000
H 1.256665 0.828851 4.290947 0.71 0.16 -0.01 0.000
C -3.557187 -2.846132 3.862954 0.97 -2.06 0.61 0.000
H -2.685440 -2.656241 -0.597129 0.04 -1.43 -0.25 0.000
H 0.513537 2.174441 -4.030993 0.59 -0.30 -0.34 0.000
H -1.843203 -2.680912 1.837598 -0.54 0.44 -0.67 0.000
H 4.299583 1.654422 -0.785632 0.29 0.28 -0.87 0.000
C -0.993434 -2.188844 -2.125105 -1.05 -0.02 0.22 0.003
C 3.456641 1.482255 -3.797797 0.77 -0.18 -0.74 0.000

=====

69
Properties=species:S:1:pos:R:3:forces:R:3:lowdin_charge:R:1 method="wB97M-V/def2-TZVPD" total_energy_ha=-2447.2651 orbital_gap_ev="4.88 / 5.12" e_lumo_ev="0.23 / 0.23"
C 0.974910 2.219854 -2.944578 -0.24 0.13 0.03 -0.044
O -1.104862 0.733181 1.330769 -1.06 1.04 1.13 -0.201
H -3.564869 -2.441583 -3.411239 0.09 0.04 0.09 0.098
N 4.395866 0.928350 -1.094431 0.90 -0.21 -0.44 0.106
H -3.773112 2.104626 -0.126366 -0.02 0.04 0.02 0.103
H -2.310031 3.204545 -3.279981 0.07 0.01 -0.02 0.090
H -3.881893 2.476268 -2.908377 0.00 -0.04 0.03 0.092
C -1.046098 1.583453 -1.728911 -0.21 -0.30 -0.10 -0.402
N 1.394102 -2.464598 2.222834 -0.67 0.24 -0.64 -0.190
C 3.435919 2.602657 0.434583 0.03 -0.08 -0.02 0.017
H -3.956093 0.643543 -1.119757 -0.07 -0.03 -0.13 0.092
H 1.098184 2.893081 -3.793869 0.01 0.04 -0.03 0.090
N -0.254270 2.574101 -2.245855 0.64 0.39 0.24 -0.142
H -2.400943 -1.339805 3.032096 0.08 -0.06 -0.06 0.102
H -3.050675 -2.647640 2.014087 0.02 -0.01 0.01 0.093
H -1.131637 4.346273 -1.429353 -0.06 -0.06 -0.03 0.075
O 0.734349 3.067979 3.112091 0.20 0.91 0.57 0.095
H 0.145715 3.636949 -0.442410 0.08 -0.07 0.11 0.090
O 1.237207 1.166199 2.025138 0.17 1.34 1.10 -0.173
H 1.850325 2.306344 -2.309839 0.22 -0.03 0.20 0.067
C -1.238209 -0.816454 -1.507188 0.01 0.34 -0.38 -0.199
H -3.270457 3.791386 -1.905989 0.00 0.05 0.04 0.087
H 2.188551 -1.364552 -1.588106 -0.02 0.03 0.06 0.110
C 0.197775 -2.110641 1.548499 0.06 0.38 -1.27 -0.275
N -0.531227 0.434441 -1.364616 -0.59 -1.68 -0.67 0.046
C -0.923679 -3.633318 3.189669 0.07 0.10 0.08 -0.076
C -0.824084 -1.890817 -0.693022 -0.29 -0.63 -0.11 -0.244
C 2.825015 -0.537720 -1.321323 -0.47 0.13 0.20 -0.125
C -1.452211 -3.130607 -0.855758 0.18 0.00 0.06 -0.032
C -2.239599 -1.921270 2.113247 -0.04 -0.12 0.05 -0.047
H -1.074214 -3.198379 4.186945 0.03 -0.01 -0.02 0.086
C -3.236820 1.304098 -0.635518 -0.03 0.05 -0.39 -0.012
C -2.976487 2.910147 -2.477815 0.05 -0.23 0.20 -0.042
H 0.541309 4.479201 -1.945195 0.02 0.04 -0.05 0.091
H 3.098578 -1.597635 1.283544 -0.08 0.04 -0.01 0.075
H 0.914718 1.202263 -3.306667 -0.05 -0.17 -0.02 0.089
H -1.724587 -4.360838 3.031535 -0.02 0.06 -0.08 0.087
C 0.416361 2.055408 2.562285 0.07 -1.25 -0.69 -0.542
H 0.026630 -4.151617 3.174642 0.10 -0.05 -0.01 0.085
N 0.230977 -1.675342 0.217851 -0.80 -1.29 0.88 -0.036
C -2.197550 -1.055844 -2.496787 0.10 0.14 -0.04 -0.044
H 2.475041 2.860672 0.852534 -0.23 -0.02 0.08 0.058
N -2.337717 1.915008 -1.618796 -0.97 0.21 0.14 -0.104
N 2.393976 0.446829 -0.430009 1.03 -0.11 -0.66 -0.006
Ti 0.529769 0.259470 0.476820 0.97 -0.30 1.37 0.898
H -2.905030 -4.307618 -1.903728 0.04 0.06 0.02 0.099
O -1.995086 2.011399 2.954051 -1.01 0.42 0.55 0.120
H 2.070046 -0.848592 3.408527 -0.04 0.01 -0.07 0.083
N -0.972559 -2.630422 2.145560 0.72 0.62 -0.34 -0.150
C 1.596618 -1.830723 3.518892 -0.03 -0.07 0.12 -0.060
H 0.642271 -1.686597 4.018846 -0.01 0.02 0.01 0.084
H 2.446045 -3.057186 0.516801 -0.06 -0.03 -0.10 0.084
H 3.333072 -3.175273 2.041489 -0.03 -0.02 0.06 0.088
H 3.770896 3.403087 -0.228733 0.02 -0.02 0.01 0.088
C 3.379180 1.317851 -0.319866 -0.23 0.17 0.19 -0.372
H 4.126001 2.535619 1.274523 0.05 -0.04 0.03 0.097
H -1.123206 -3.948802 -0.226808 -0.04 0.00 0.01 0.113
C 2.625815 -2.572228 1.470096 -0.07 0.08 -0.05 -0.074
H 5.288129 1.389112 -1.123079 0.01 0.06 -0.10 0.162
C -2.810445 -2.293689 -2.644328 0.02 0.15 0.03 -0.101
H -2.290539 -1.237183 1.284877 0.04 0.13 -0.20 0.060
H 4.744064 -0.764004 -2.409424 -0.07 0.12 0.12 0.116
C -0.179882 3.821215 -1.467076 -0.09 -0.04 -0.34 -0.015
C 4.072535 -0.252487 -1.736843 0.28 0.14 -0.02 -0.066
C -1.069009 1.613647 2.323555 1.19 -0.72 -0.79 -0.508
C -2.441030 -3.332333 -1.804064 -0.02 -0.11 0.01 -0.099
H -2.463982 -0.249877 -3.172463 -0.01 0.02 0.04 0.111
H 2.228875 -2.465336 4.147374 -0.06 0.01 -0.06 0.091
H -2.676731 0.752756 0.104407 0.08 0.01 0.00 0.060